No. 1
63
Properties=species:S:1:pos:R:3:lowdin_charge:R:1 method="wB97M-V/def2-TZVPD" total_charge=0 multiplicity=1 orbital_gap_ev=8.1 max_force_ev_per_a=17.08
C -8.15 -2.70 1.04 -0.01
C -6.85 -2.21 0.17 -0.23
H -6.10 -2.90 0.05 0.10
H -7.25 -1.94 -0.87 0.16
C -6.34 -1.16 0.70 -0.42
N -5.30 -0.56 0.16 -0.16
C -4.04 -0.97 0.36 -0.11
C -3.29 -0.11 -0.91 -0.12
C -4.32 0.67 -1.50 -0.13
N -5.41 0.38 -0.87 0.06
H -4.23 1.54 -2.19 0.13
C -1.91 -0.03 -1.20 -0.33
N -1.03 0.80 -0.61 -0.16
C -1.02 1.02 1.00 -0.18
C -0.52 2.23 1.43 -0.29
H -1.41 2.88 1.91 0.18
H 0.04 1.87 2.55 0.21
C 0.40 2.94 0.69 -0.28
C 1.87 2.34 0.39 -0.30
O 2.74 2.66 1.15 0.11
N 1.64 1.16 -0.45 0.12
C 2.55 0.35 -0.57 -0.30
C 2.30 -0.68 -1.51 -0.05
C 3.18 -1.67 -1.80 -0.11
C 4.55 -1.46 -1.78 -0.01
C 5.02 -0.57 -0.70 -0.25
C 4.00 0.16 -0.29 0.03
H 4.30 1.30 0.35 0.18
C 6.24 -0.52 -0.11 -0.21
C 7.08 -1.66 0.20 0.10
C 8.36 -1.38 0.51 -0.22
C 8.94 -0.28 0.53 -0.12
C 8.28 0.91 0.33 -0.01
C 6.92 0.64 -0.14 -0.04
H 6.36 1.59 -0.39 0.12
H 8.76 2.05 0.42 0.17
H 10.02 -0.19 0.83 0.15
F 9.03 -2.58 1.17 -0.08
H 6.58 -2.56 0.10 0.11
H 5.17 -2.22 -1.77 0.04
H 3.03 -2.61 -2.47 0.14
H 1.14 -0.80 -1.67 0.13
H 0.64 0.92 -0.67 0.10
C -0.31 3.13 -0.70 -0.15
C -1.53 2.36 -1.05 -0.06
H -2.19 2.60 -0.50 0.01
H -1.55 2.13 -2.00 0.07
H 0.59 3.05 -1.50 0.15
H -0.63 4.38 -0.83 0.18
H 0.58 4.00 1.14 0.17
H -2.02 0.80 1.31 0.11
H -0.38 0.14 1.20 0.13
H -1.48 0.00 -2.28 0.16
H -1.28 -1.14 -0.64 0.19
C -3.35 -1.91 1.29 0.00
H -2.36 -1.91 1.26 0.01
H -4.00 -2.86 0.98 0.14
H -3.72 -1.49 2.25 0.10
H -6.01 -1.14 1.88 0.19
H -6.96 -0.19 1.20 0.21
H -7.85 -3.07 1.87 -0.01
H -8.91 -1.94 1.12 0.07
H -8.59 -3.56 0.39 0.10


No. 2
70
Properties=species:S:1:pos:R:3:lowdin_charge:R:1 method="wB97M-V/def2-TZVPD" s_squared=8.7541 total_charge=+2 multiplicity=6 orbital_gap_ev="9.4 / 9.0" max_force_ev_per_a=0.97
Mn -0.04 -0.26 -0.26 0.95
C 2.30 1.34 1.10 -0.10
N 1.37 1.67 0.00 -0.19
C 0.50 2.81 0.35 -0.11
C -0.84 2.72 -0.32 -0.25
C -1.53 3.84 -0.73 0.01
C -2.83 3.70 -1.19 0.00
C -3.41 2.44 -1.22 -0.02
C -2.65 1.37 -0.81 -0.11
N -1.39 1.49 -0.38 0.03
C 2.06 1.88 -1.28 -0.08
C 1.85 0.82 -2.35 -0.23
C 2.38 1.03 -3.61 0.01
C 2.30 0.02 -4.55 -0.01
C 1.71 -1.19 -4.20 -0.02
C 1.18 -1.31 -2.94 -0.12
N 1.23 -0.31 -2.03 0.02
C 2.60 -0.13 1.18 -0.25
C 3.87 -0.60 1.47 0.02
C 4.06 -1.97 1.64 0.00
C 2.98 -2.82 1.51 -0.02
C 1.75 -2.28 1.21 -0.10
N 1.56 -0.96 1.05 0.01
H 1.82 1.61 2.04 0.14
H 3.22 1.92 1.04 0.14
H 0.98 3.77 0.13 0.14
H 0.32 2.79 1.42 0.14
H -1.06 4.81 -0.69 0.13
H -3.39 4.57 -1.52 0.13
H -4.43 2.30 -1.55 0.12
H -3.05 0.36 -0.82 0.10
H 3.14 1.93 -1.10 0.14
H 1.78 2.85 -1.70 0.14
H 2.87 1.97 -3.85 0.13
H 2.71 0.17 -5.55 0.13
H 1.66 -2.02 -4.90 0.12
H 0.70 -2.22 -2.62 0.11
H 4.69 0.09 1.57 0.13
H 5.05 -2.36 1.87 0.13
H 3.09 -3.89 1.64 0.13
H 0.88 -2.92 1.09 0.10
C -6.60 -3.58 -5.68 -0.10
C -5.78 -3.18 -4.46 -0.31
S -6.35 -4.12 -3.06 0.63
O -5.91 -5.48 -3.23 -0.29
O -7.73 -3.79 -2.83 -0.28
C -5.42 -3.47 -1.68 -0.20
C -4.05 -4.12 -1.59 -0.12
N -3.10 -3.32 -0.78 0.07
C -2.31 -2.34 -1.26 -0.32
N -1.56 -1.83 -0.28 0.02
C -1.88 -2.51 0.87 -0.03
C -2.83 -3.42 0.57 -0.11
N -3.48 -4.32 1.50 -0.32
O -4.42 -4.97 1.09 0.12
O -2.95 -4.41 2.58 0.13
C -2.31 -1.92 -2.69 0.02
H -6.24 -3.05 -6.56 0.08
H -7.65 -3.35 -5.54 0.09
H -6.51 -4.65 -5.87 0.09
H -5.92 -2.12 -4.20 0.10
H -4.72 -3.41 -4.58 0.09
H -6.04 -3.72 -0.81 0.11
H -5.39 -2.38 -1.78 0.11
H -3.60 -4.28 -2.57 0.12
H -4.14 -5.09 -1.13 0.12
H -1.45 -2.30 1.83 0.13
H -3.31 -1.64 -3.03 0.09
H -1.94 -2.71 -3.34 0.10
H -1.66 -1.05 -2.81 0.07


No. 3
62
Properties=species:S:1:pos:R:3:lowdin_charge:R:1 method="wB97M-V/def2-TZVPD" total_charge=+1 multiplicity=1 orbital_gap_ev=8.0 max_force_ev_per_a=1.81
C 2.27 4.48 -0.64 -0.01
N 1.97 3.07 -0.65 -0.04
C 2.96 2.16 -0.91 -0.37
O 4.13 2.43 -1.15 0.09
C 2.30 0.77 -0.87 -0.18
C 2.95 -0.15 0.14 -0.10
C 4.43 -0.39 -0.11 -0.24
C 5.34 -0.17 0.93 -0.04
C 6.71 -0.30 0.68 -0.07
C 7.16 -0.73 -0.58 -0.08
C 6.23 -1.01 -1.59 -0.07
C 4.86 -0.87 -1.35 -0.04
N 0.91 1.07 -0.54 0.00
C 0.00 0.04 -0.44 -0.06
C -1.33 0.15 -0.20 -0.08
C -2.34 -0.95 -0.43 -0.21
C -3.84 -0.54 -0.39 -0.16
C -4.82 -1.41 -0.88 -0.06
C -6.18 -1.17 -0.66 -0.06
C -6.59 0.09 -0.21 -0.07
C -5.62 1.00 0.23 -0.06
C -4.27 0.62 0.26 -0.03
C 0.62 2.52 -0.49 -0.46
C 0.06 2.98 0.87 0.00
C -0.26 3.04 -1.64 0.01
H 3.35 4.61 -0.77 0.10
H 1.76 5.02 -1.44 0.10
H 1.98 4.93 0.31 0.09
H 2.36 0.34 -1.89 0.16
H 2.81 0.29 1.14 0.13
H 2.42 -1.12 0.10 0.11
H 4.97 0.15 1.90 0.11
H 7.43 -0.08 1.47 0.11
H 8.22 -0.83 -0.77 0.10
H 6.56 -1.36 -2.57 0.11
H 4.12 -1.08 -2.12 0.11
H 0.47 -0.94 -0.61 0.14
H -1.75 1.11 0.09 0.06
H -2.15 -1.33 -1.46 0.17
H -4.53 -2.32 -1.42 0.10
H -6.93 -1.95 -0.85 0.11
H -7.64 0.39 -0.23 0.11
H -5.90 1.99 0.59 0.11
H -3.54 1.22 0.80 0.10
H 0.81 2.81 1.66 0.10
H -0.18 4.05 0.82 0.09
H -0.84 2.43 1.14 0.06
H 0.34 3.08 -2.56 0.10
H -1.12 2.38 -1.81 0.08
H -0.62 4.05 -1.40 0.09
C -3.12 -5.24 2.14 -0.01
C -2.69 -3.94 1.59 -0.26
C -2.89 -3.28 0.43 0.04
N -2.19 -2.07 0.50 0.02
C -1.55 -2.01 1.67 0.00
N -1.84 -3.15 2.33 0.15
H -3.89 -5.71 1.51 0.10
H -2.26 -5.93 2.20 0.10
H -3.54 -5.11 3.15 0.10
H -3.55 -3.54 -0.38 0.12
H -1.01 -1.15 2.07 0.17
H -1.52 -3.39 3.26 0.18


No. 4
67
Properties=species:S:1:pos:R:3:lowdin_charge:R:1 method="wB97M-V/def2-TZVPD" total_charge=-1 multiplicity=1 orbital_gap_ev=5.4 max_force_ev_per_a=2.29
Ru 0.18 -0.30 -0.10 0.47
O -0.48 1.35 1.46 -0.24
N -1.76 1.42 1.72 -0.24
C -2.13 1.81 2.97 -0.04
C -3.44 2.00 3.32 -0.10
C -4.43 1.79 2.37 -0.11
C -4.06 1.35 1.12 -0.12
C -2.71 1.13 0.78 -0.69
S -2.28 0.51 -0.75 0.61
H -1.30 1.97 3.64 0.13
H -3.68 2.32 4.33 0.09
H -5.47 1.96 2.61 0.10
H -4.79 1.15 0.35 0.09
S 0.67 -1.80 -1.96 0.48
C 2.20 -2.54 -1.53 -0.73
C 2.76 -3.46 -2.43 -0.17
C 3.96 -4.09 -2.18 -0.14
C 4.64 -3.82 -0.99 -0.15
C 4.09 -2.93 -0.08 -0.18
C 2.88 -2.27 -0.33 -0.74
S 2.28 -1.16 0.89 0.49
H 2.21 -3.68 -3.34 0.08
H 4.37 -4.80 -2.89 0.08
H 5.59 -4.30 -0.78 0.08
H 4.59 -2.74 0.86 0.08
C -1.07 -4.59 2.70 -0.04
C -2.15 -3.57 2.32 -0.59
C -2.84 -3.01 3.57 -0.04
C -3.18 -4.19 1.37 -0.04
C -1.49 -2.45 1.65 -0.11
N -0.98 -1.54 1.19 0.09
H -1.53 -5.43 3.23 0.08
H -0.33 -4.14 3.35 0.09
H -0.57 -4.97 1.82 0.09
H -3.34 -3.81 4.12 0.08
H -3.58 -2.26 3.29 0.09
H -2.11 -2.54 4.23 0.09
H -3.69 -5.02 1.86 0.08
H -2.69 -4.56 0.46 0.09
H -3.92 -3.44 1.07 0.09
C 6.69 4.14 0.06 -0.08
C 6.63 3.18 -1.12 -0.21
N 5.36 2.47 -1.22 -0.05
C 5.37 1.06 -0.83 -0.19
C 5.70 0.89 0.65 -0.08
C 4.33 3.18 -1.74 -0.41
O 4.48 4.35 -2.09 0.04
C 2.99 2.53 -1.96 -0.11
C 2.42 2.72 -3.22 0.00
C 1.13 2.27 -3.44 -0.04
C 0.45 1.66 -2.40 -0.17
N 0.99 1.46 -1.19 -0.05
C 2.23 1.90 -0.98 -0.07
H 7.66 4.64 0.10 0.07
H 6.53 3.61 1.00 0.06
H 5.91 4.89 -0.05 0.07
H 7.42 2.43 -1.05 0.11
H 6.77 3.75 -2.04 0.12
H 6.13 0.55 -1.43 0.12
H 4.42 0.60 -1.06 0.10
H 6.69 1.29 0.88 0.06
H 5.68 -0.17 0.90 0.06
H 4.96 1.39 1.27 0.08
H 2.99 3.22 -3.99 0.12
H 0.65 2.42 -4.39 0.10
H -0.56 1.32 -2.53 0.03
H 2.61 1.77 0.03 0.10